Record 1
A cluster of 2 separate species, C5H5ClN2S in total, computed with ωB97M-V/def2-TZVPD.

```
14
Properties=species:S:1:pos:R:3:nbo_charge:R:1
C 0.68 1.86 0.68 0.238
C -0.89 0.15 -0.23 0.273
C 1.88 -0.53 0.05 -0.260
C -1.20 -1.31 -0.30 -0.664
C 0.20 0.53 0.71 -0.365
N 1.06 2.94 0.62 -0.283
N -1.56 0.96 -0.93 -0.584
S 2.54 -1.59 1.02 0.193
Cl 2.23 -0.02 -1.48 0.145
H -0.44 -1.81 -0.90 0.228
H -1.20 -1.76 0.69 0.219
H -2.16 -1.45 -0.78 0.246
H 0.15 0.10 1.70 0.265
H -1.30 1.94 -0.85 0.348
```

Summary:
* E_LUMO: -1.0 eV
* energy above the lowest of the compared OMol25 structures with the same formula, charge and spin: 0.727 eV
* total charge: 0
* HOMO-LUMO gap: 8.26 eV
* max |F|: 3.7 eV Å⁻¹

---

Record 2
The ion C5H5ClNS with charge +1, computed with ωB97M-V/def2-TZVPD.

```
13
Properties=species:S:1:pos:R:3:nbo_charge:R:1
C 0.61 1.56 -0.12 0.235
C -0.21 0.49 -0.15 -0.264
C 1.92 1.35 0.00 -0.338
C 2.31 -0.01 0.03 -0.198
C -1.53 0.30 -0.15 -0.103
N -2.01 -1.11 0.14 -0.708
S 0.88 -1.04 -0.11 0.290
Cl 3.88 -0.51 0.05 0.196
H 2.60 2.09 0.33 0.266
H -2.37 0.96 -0.59 0.263
H -1.17 -1.37 0.59 0.436
H -2.02 -1.65 -0.76 0.454
H -2.87 -1.07 0.74 0.472
```

Summary:
* E_LUMO (spin up / spin down): -3.7 / -5.4 eV
* 2S+1: 3
* total charge: +1
* HOMO-LUMO gap (spin up / spin down): 8.12 / 8.45 eV
* expectation value of S²: 2.060
* max |F|: 4.3 eV Å⁻¹

---

Record 3
The molecule C5H5ClO, computed with ωB97M-V/def2-TZVPD.

```
12
Properties=species:S:1:pos:R:3:nbo_charge:R:1
C 0.25 1.07 -0.22 -0.339
C -0.52 0.06 0.10 0.096
C 2.43 -0.02 -0.18 0.212
C 1.65 1.05 -0.09 -0.253
C -1.28 -0.90 0.45 -0.496
O 2.02 -1.29 -0.51 -0.659
Cl 4.06 -0.07 0.22 0.058
H -0.27 1.92 -0.49 0.229
H 2.02 1.98 0.23 0.234
H -1.80 -1.00 1.41 0.214
H 1.25 -1.34 -1.19 0.503
H -1.45 -1.77 -0.24 0.200
```

Summary:
* E_LUMO (spin up / spin down): 0.7 / -2.1 eV
* energy above the lowest of the compared OMol25 structures with the same formula, charge and spin: 0.792 eV
* 2S+1: 3
* total charge: 0
* HOMO-LUMO gap (spin up / spin down): 5.76 / 7.77 eV
* expectation value of S²: 2.009
* max |F|: 7.0 eV Å⁻¹

---

Record 4
A structure of composition C5H5CrFO4, computed with ωB97M-V/def2-TZVPD.

```
16
Properties=species:S:1:pos:R:3:nbo_charge:R:1
C 0.31 0.27 0.50 0.755
C 0.25 0.15 -1.02 0.054
O 1.60 0.16 -1.39 -0.460
C 2.33 -0.34 -0.36 0.961
O 1.60 -0.34 0.75 -0.466
O 3.48 -0.66 -0.45 -0.483
O -0.66 -0.23 1.21 -0.812
F 0.50 1.61 0.87 -0.343
H -1.23 0.55 -1.39 0.238
Cr -2.45 -0.25 1.24 1.496
H -0.17 -0.75 -1.48 0.215
C -3.73 1.44 -0.43 -0.386
C -2.93 0.50 -0.93 -0.504
H -3.58 2.28 0.25 0.249
H -4.79 1.40 -0.72 0.248
H -3.16 -0.40 -1.49 0.238
```

Summary:
* E_LUMO (spin up / spin down): -6.5 / -7.2 eV
* energy above the lowest of the compared OMol25 structures with the same formula, charge and spin: 3.594 eV
* 2S+1: 6
* total charge: +1
* HOMO-LUMO gap (spin up / spin down): 7.21 / 7.39 eV
* expectation value of S²: 8.805
* max |F|: 2.9 eV Å⁻¹

---

Record 5
A structure of composition C5H5CrO15, computed with ωB97M-V/def2-TZVPD.

```
26
Properties=species:S:1:pos:R:3:nbo_charge:R:1
Cr -22.26 -5.36 -15.10 1.492
O -24.09 -4.78 -18.75 -0.752
C -23.49 -4.85 -17.53 0.922
O -22.42 -5.52 -17.49 -0.806
O -23.99 -4.35 -16.50 -0.734
H -23.39 -5.23 -19.26 0.480
O -22.84 -9.69 -15.15 -0.768
C -22.38 -8.58 -15.85 0.967
O -21.80 -8.73 -16.93 -0.721
O -22.65 -7.47 -15.29 -0.831
H -23.20 -9.29 -14.35 0.475
O -18.05 -5.08 -15.31 -0.749
C -19.22 -5.70 -15.63 0.945
O -19.35 -6.22 -16.75 -0.717
O -20.14 -5.72 -14.74 -0.868
H -18.26 -4.71 -14.43 0.473
O -21.47 -1.14 -13.80 -0.752
C -22.24 -2.00 -14.53 0.955
O -23.28 -1.55 -15.03 -0.733
O -21.82 -3.20 -14.68 -0.839
H -20.75 -1.77 -13.57 0.473
O -24.87 -5.06 -11.59 -0.769
C -24.48 -4.84 -12.90 0.956
O -23.36 -5.32 -13.24 -0.847
O -25.26 -4.22 -13.62 -0.710
H -24.28 -5.73 -11.23 0.461
```

Summary:
* E_LUMO (spin up / spin down): 7.3 / 7.3 eV
* energy above the lowest of the compared OMol25 structures with the same formula, charge and spin: 0.984 eV
* 2S+1: 5
* total charge: -3
* HOMO-LUMO gap (spin up / spin down): 4.98 / 6.77 eV
* expectation value of S²: 6.004
* max |F|: 4.5 eV Å⁻¹

---

Record 6
The molecule C5H5F, computed with ωB97M-V/def2-TZVPD.

```
11
Properties=species:S:1:pos:R:3:nbo_charge:R:1
C 1.92 -1.36 -0.06 -0.260
C 0.88 -0.62 0.06 -0.026
C -0.02 0.46 -0.03 -0.216
C 0.77 1.73 -0.04 -0.608
C -1.30 0.25 0.03 0.297
F -1.93 -0.89 -0.04 -0.300
H 2.94 -1.84 0.28 0.267
H -0.09 2.47 -0.16 0.218
H 1.69 1.71 -0.76 0.247
H 1.26 1.88 0.92 0.225
H -1.95 1.05 0.33 0.157
```

Summary:
* E_LUMO: 0.8 eV
* energy above the lowest of the compared OMol25 structures with the same formula, charge and spin: 2.691 eV
* total charge: 0
* HOMO-LUMO gap: 9.84 eV
* max |F|: 7.7 eV Å⁻¹

---

Record 7
A cluster of 2 separate species, C5H5F2N in total, computed with ωB97M-V/def2-TZVPD.

```
13
Properties=species:S:1:pos:R:3:nbo_charge:R:1
N -1.15 0.59 -2.92 -0.264
C -1.01 0.41 -1.82 0.247
C -0.70 0.21 -0.45 -0.157
C -0.75 0.87 0.73 -0.071
C -0.17 -0.16 1.55 -0.474
C -0.01 -1.03 0.28 0.229
F 1.27 -1.11 -0.14 -0.368
H -1.37 1.75 0.89 0.223
H 0.80 0.00 1.86 0.226
H -0.64 -0.57 2.40 0.226
H -0.51 -2.03 0.12 0.192
F 2.02 0.93 -1.49 -0.574
H 2.23 0.15 -1.00 0.566
```

Summary:
* E_LUMO: 0.2 eV
* energy above the lowest of the compared OMol25 structures with the same formula, charge and spin: 2.474 eV
* total charge: 0
* HOMO-LUMO gap: 10.55 eV
* max |F|: 4.0 eV Å⁻¹

---

Record 8
The molecule C5H5F2N, computed with ωB97M-V/def2-TZVPD.

```
13
Properties=species:S:1:pos:R:3:nbo_charge:R:1
F -2.67 -0.19 0.37 -0.349
C -1.74 0.79 0.11 0.574
F -2.07 1.37 -1.09 -0.349
C -0.39 0.19 0.02 -0.214
C 0.80 0.80 -0.49 -0.274
C 1.81 -0.10 -0.33 -0.072
N 1.29 -1.24 0.24 -0.496
C -0.04 -1.07 0.46 -0.040
H -1.85 1.57 0.88 0.136
H 0.86 1.82 -0.89 0.231
H 2.86 -0.03 -0.59 0.215
H 1.81 -2.07 0.44 0.414
H -0.66 -1.82 0.89 0.223
```

Summary:
* E_LUMO: 0.9 eV
* energy above the lowest of the compared OMol25 structures with the same formula, charge and spin: 0.000 eV
* total charge: 0
* HOMO-LUMO gap: 9.63 eV
* max |F|: 0.8 eV Å⁻¹

---

Record 9
A structure of composition C5H5FHgO4, computed with ωB97M-V/def2-TZVPD.

```
16
Properties=species:S:1:pos:R:3:nbo_charge:R:1
C -1.63 1.78 -1.71 -0.721
H -1.85 -0.49 -2.25 0.239
H -1.21 2.14 -2.65 0.253
C -2.31 2.73 -0.98 0.331
O -3.52 2.65 -0.51 -0.866
Hg -4.64 1.45 0.23 1.529
H -1.75 3.63 -0.67 0.190
O -3.48 -2.32 -0.25 -0.415
O -3.81 -0.93 -1.86 -0.455
O -4.60 -0.42 0.15 -0.766
C -2.47 -2.58 -1.16 0.113
C -2.56 -1.55 -2.21 0.342
C -4.12 -1.23 -0.62 1.054
H -1.70 -3.30 -0.90 0.245
H -1.17 0.97 -1.15 0.229
F -2.74 -2.06 -3.47 -0.304
```

Summary:
* E_LUMO (spin up / spin down): -5.7 / -5.7 eV
* energy above the lowest of the compared OMol25 structures with the same formula, charge and spin: 3.142 eV
* 2S+1: 2
* total charge: +1
* HOMO-LUMO gap (spin up / spin down): 5.69 / 5.85 eV
* expectation value of S²: 0.759
* max |F|: 7.0 eV Å⁻¹

---

Record 10
A cluster of 2 separate species, C5H5FN2 in total, computed with ωB97M-V/def2-TZVPD.

```
13
Properties=species:S:1:pos:R:3:nbo_charge:R:1
N 1.63 -0.60 3.64 -0.272
C 0.76 -0.39 2.89 0.199
C -0.34 -0.03 2.08 0.120
F -0.95 -0.97 1.35 -0.285
C -0.42 1.28 1.81 0.377
N -0.80 2.38 2.15 -0.548
H -0.40 3.33 1.94 0.408
C -0.06 -1.31 -3.03 -0.367
C 0.16 -0.33 -2.19 -0.396
H 0.31 -2.25 -2.87 0.187
H -0.42 -1.07 -4.06 0.183
H 0.60 -0.72 -1.27 0.195
H -0.06 0.68 -2.42 0.198
```

Summary:
* E_LUMO: -0.4 eV
* energy above the lowest of the compared OMol25 structures with the same formula, charge and spin: 3.679 eV
* total charge: 0
* HOMO-LUMO gap: 9.13 eV
* max |F|: 4.1 eV Å⁻¹

---

Record 11
A structure of composition C5H5FS2, computed with ωB97M-V/def2-TZVPD.

```
13
Properties=species:S:1:pos:R:3:nbo_charge:R:1
C 0.62 0.92 -0.80 0.101
C -0.79 0.32 -0.63 -0.326
C -1.05 -0.09 0.90 -0.417
C 0.18 -1.08 0.63 -0.441
C 1.41 -0.26 0.03 -0.049
H 0.96 1.12 -1.89 0.228
H -1.77 0.76 -1.11 0.255
H -1.90 -0.81 1.10 0.250
H -0.95 0.97 1.58 0.219
H 0.39 -1.77 1.32 0.230
F 0.52 2.25 -0.18 -0.377
S -0.69 -1.59 -0.79 0.253
S 3.07 -0.74 -0.18 0.075
```

Summary:
* E_LUMO: -1.1 eV
* energy above the lowest of the compared OMol25 structures with the same formula, charge and spin: 3.205 eV
* total charge: 0
* HOMO-LUMO gap: 7.79 eV
* max |F|: 4.6 eV Å⁻¹

---

Record 12
The molecule C5H5FS2, computed with ωB97M-V/def2-TZVPD.

```
13
Properties=species:S:1:pos:R:3:nbo_charge:R:1
C 1.82 0.88 -0.06 -0.671
C 1.31 -0.57 -0.02 -0.090
S 2.28 -1.90 0.03 0.056
C -0.10 -0.80 -0.06 -0.289
C -1.07 0.15 -0.01 0.358
F -0.82 1.47 -0.04 -0.320
C -2.49 -0.14 0.13 -0.338
S -3.21 -1.59 -0.06 0.104
H 2.89 0.81 -0.28 0.238
H 1.68 1.34 0.92 0.238
H 1.22 1.40 -0.81 0.235
H -0.48 -1.82 -0.12 0.262
H -3.03 0.77 0.39 0.217
```

Summary:
* E_LUMO: -2.0 eV
* energy above the lowest of the compared OMol25 structures with the same formula, charge and spin: 0.951 eV
* total charge: 0
* HOMO-LUMO gap: 6.90 eV
* max |F|: 1.5 eV Å⁻¹

---

Record 13
A cluster of 3 separate species, C5H5IO3 in total, computed with ωB97M-V/def2-TZVPD.

```
14
Properties=species:S:1:pos:R:3:nbo_charge:R:1
C -1.23 -1.09 -0.11 -0.535
C -0.52 -0.12 -0.66 0.480
C -2.09 -1.70 0.54 0.664
C 1.32 -2.80 2.05 0.511
C -0.81 1.28 -0.27 -0.686
O -2.74 -2.49 1.14 -0.507
O 1.15 -1.79 1.59 -0.512
O 0.41 -0.23 -1.65 -0.633
I 3.05 2.12 0.56 -0.105
H 3.65 2.99 -0.68 0.107
H -0.30 1.89 -1.02 0.228
H -0.49 1.61 0.72 0.249
H -1.90 1.51 -0.37 0.244
H 0.50 -1.16 -1.83 0.495
```

Summary:
* E_LUMO: 0.0 eV
* energy above the lowest of the compared OMol25 structures with the same formula, charge and spin: 0.803 eV
* total charge: 0
* HOMO-LUMO gap: 8.91 eV
* max |F|: 4.3 eV Å⁻¹

---

Record 14
A structure of composition C5H5LiO7, computed with ωB97M-V/def2-TZVPD.

```
18
Properties=species:S:1:pos:R:3:nbo_charge:R:1
O -3.50 -2.04 -0.41 -0.831
C -2.79 -1.06 -0.07 0.954
O -3.17 0.13 -0.18 -0.853
O -1.54 -1.35 0.34 -0.523
O 1.78 -0.11 0.53 -0.523
C 0.66 -0.86 1.01 -0.081
C -0.66 -0.26 0.58 -0.097
H 0.73 -0.92 2.10 0.186
H 0.78 -1.87 0.59 0.214
H -0.54 0.35 -0.32 0.198
H -1.07 0.38 1.38 0.198
Li -4.88 -0.68 -0.73 0.957
O 1.68 1.87 1.71 -0.551
C 2.21 1.03 1.01 0.616
O 2.26 1.39 -1.86 -0.557
C 2.37 1.54 -3.10 1.036
O 2.54 1.59 -4.24 -0.478
H 3.14 0.87 1.69 0.134
```

Summary:
* E_LUMO: -0.6 eV
* energy above the lowest of the compared OMol25 structures with the same formula, charge and spin: 0.000 eV
* total charge: 0
* HOMO-LUMO gap: 9.25 eV
* max |F|: 7.3 eV Å⁻¹

---

Record 15
A structure of composition C5H5MnO, computed with ωB97M-V/def2-TZVPD.

```
12
Properties=species:S:1:pos:R:3:nbo_charge:R:1
C -1.31 -0.51 -0.54 -0.577
C -1.80 -1.56 -1.21 -0.366
C -1.58 0.62 -1.43 0.389
O -0.71 1.54 -1.45 -0.690
Mn 0.41 0.70 0.04 1.509
H -1.88 -2.26 -0.28 0.224
H -2.76 -1.63 -1.73 0.225
H -2.57 0.84 -1.86 0.189
C 2.10 0.65 1.33 0.018
C 3.10 0.56 2.12 -0.601
H 3.77 1.42 2.29 0.339
H 3.24 -0.36 2.71 0.339
```

Summary:
* E_LUMO (spin up / spin down): -6.3 / -6.8 eV
* 2S+1: 6
* total charge: +1
* HOMO-LUMO gap (spin up / spin down): 6.96 / 6.58 eV
* expectation value of S²: 8.765
* max |F|: 7.2 eV Å⁻¹

---

Record 16
The molecule C5H5N, computed with ωB97M-V/def2-TZVPD.

```
11
Properties=species:S:1:pos:R:3:nbo_charge:R:1
C 2.37 -0.60 0.06 -0.191
C 1.24 -0.20 0.07 -0.018
C -0.15 0.18 0.37 -0.390
C -1.21 -0.55 -0.47 -0.576
C -0.37 1.64 0.31 0.293
N -0.60 2.77 0.25 -0.305
H 3.38 -0.95 0.03 0.241
H -0.24 -0.11 1.42 0.271
H -1.06 -1.63 -0.42 0.225
H -2.21 -0.31 -0.10 0.225
H -1.16 -0.24 -1.52 0.225
```

Summary:
* E_LUMO: 0.7 eV
* energy above the lowest of the compared OMol25 structures with the same formula, charge and spin: 2.202 eV
* total charge: 0
* HOMO-LUMO gap: 11.43 eV
* max |F|: 1.2 eV Å⁻¹

---

Record 17
The molecule C5H5N, computed with ωB97M-V/def2-TZVPD.

```
11
Properties=species:S:1:pos:R:3:nbo_charge:R:1
C 2.78 -0.47 -0.05 -0.321
C 1.75 0.36 -0.05 -0.270
C 0.38 -0.09 0.07 -0.131
C -0.71 0.69 0.08 -0.319
C -2.02 0.05 0.03 0.253
N -3.02 -0.52 -0.09 -0.312
H 3.77 0.03 -0.11 0.202
H 2.79 -1.63 0.13 0.211
H 2.03 1.39 -0.03 0.218
H 0.17 -1.20 0.28 0.226
H -0.69 1.81 -0.05 0.242
```

Summary:
* E_LUMO: -0.1 eV
* energy above the lowest of the compared OMol25 structures with the same formula, charge and spin: 1.738 eV
* total charge: 0
* HOMO-LUMO gap: 9.42 eV
* max |F|: 3.0 eV Å⁻¹

---

Record 18
The molecule C5H5N, computed with ωB97M-V/def2-TZVPD.

```
11
Properties=species:S:1:pos:R:3:nbo_charge:R:1
C -1.47 -0.91 0.24 -0.589
C -0.90 0.48 -0.04 -0.494
C 0.54 0.49 -0.27 0.170
C 1.75 0.47 -0.38 -0.183
C 3.13 0.53 -0.30 0.231
N 4.28 0.61 -0.16 -0.269
H -1.10 -1.28 1.19 0.216
H -1.19 -1.62 -0.55 0.217
H -2.56 -0.85 0.29 0.217
H -1.06 1.12 0.84 0.242
H -1.43 0.97 -0.87 0.241
```

Summary:
* E_LUMO: 0.6 eV
* energy above the lowest of the compared OMol25 structures with the same formula, charge and spin: 1.934 eV
* total charge: 0
* HOMO-LUMO gap: 11.08 eV
* max |F|: 1.1 eV Å⁻¹